# C72H76BCsN8OP3S2

C72H76BCsN8OP3S2 as an isolated structure in a non-equilibrium geometry (ωB97M-V/def2-TZVPD, the Open Molecules 2025 dataset).

Cartesian coordinates (Å):
Cs -0.376 0.065 -0.433
C -4.415 -1.273 3.289
C -3.248 -1.547 2.552
N -3.122 -0.722 1.525
N -4.197 0.091 1.562
C -4.986 -0.213 2.618
B -4.377 1.217 0.485
N -3.365 2.328 0.760
C -3.243 3.009 1.920
C -2.318 4.009 1.728
C -1.914 3.849 0.387
N -2.550 2.846 -0.192
N -4.259 0.672 -0.949
C -5.004 1.036 -2.018
C -4.551 0.341 -3.115
C -3.495 -0.440 -2.610
N -3.327 -0.235 -1.315
N -5.839 1.744 0.637
C -6.957 0.999 0.497
C -8.046 1.829 0.622
C -7.472 3.099 0.836
N -6.149 3.041 0.841
H -4.782 -1.764 4.175
H -2.493 -2.302 2.721
H -5.886 0.344 2.822
H -3.827 2.739 2.786
H -1.980 4.745 2.438
H -1.168 4.400 -0.164
H -5.790 1.769 -1.925
H -4.910 0.403 -4.128
H -2.840 -1.122 -3.136
H -6.892 -0.061 0.305
H -9.089 1.563 0.564
H -7.964 4.049 0.982
C 0.548 -0.603 4.270
C 0.492 0.757 4.587
C 1.736 1.390 4.011
C 2.437 0.385 3.429
C 1.730 -0.874 3.592
C 2.281 -2.218 3.217
C 1.283 -3.335 3.519
C 3.563 -2.448 4.037
C 2.634 -2.270 1.727
C 2.211 2.834 4.016
C 1.163 3.797 3.389
C 3.492 2.960 3.178
C 2.591 3.255 5.447
C -0.608 1.249 5.522
C -0.167 0.911 6.960
C -1.913 0.494 5.216
C -0.952 2.737 5.460
H -0.196 -1.336 4.537
H 3.358 0.494 2.880
H 1.031 -3.369 4.582
H 1.710 -4.300 3.235
H 0.362 -3.194 2.947
H 3.361 -2.361 5.107
H 4.331 -1.716 3.776
H 3.957 -3.448 3.834
H 1.740 -2.250 1.107
H 3.160 -3.207 1.520
H 3.280 -1.442 1.425
H 0.284 3.270 3.022
H 1.587 4.304 2.522
H 0.833 4.558 4.099
H 3.305 2.705 2.133
H 4.295 2.327 3.568
H 3.835 3.997 3.215
H 1.754 3.217 6.144
H 2.977 4.278 5.442
H 3.372 2.595 5.834
H 0.014 -0.161 7.064
H -0.947 1.208 7.667
H 0.755 1.435 7.225
H -1.855 -0.563 5.478
H -2.170 0.563 4.157
H -2.730 0.931 5.795
H -0.104 3.385 5.652
H -1.710 2.945 6.221
H -1.370 3.000 4.490
S 0.358 -1.128 -4.816
P 1.317 0.543 -4.212
C 0.609 1.390 -2.965
P 1.463 2.609 -2.185
S 1.523 2.524 -0.158
C 3.208 2.987 -2.704
C 3.479 3.662 -3.893
C 4.785 3.919 -4.290
C 5.848 3.498 -3.502
C 5.591 2.820 -2.318
C 4.283 2.574 -1.921
C 0.657 4.246 -2.510
C 1.291 5.474 -2.334
C 0.597 6.662 -2.518
C -0.750 6.638 -2.865
C -1.394 5.418 -3.026
C -0.693 4.231 -2.853
C 1.549 1.490 -5.795
C 2.200 0.957 -6.909
C 2.286 1.672 -8.094
C 1.688 2.925 -8.198
C 1.000 3.445 -7.111
C 0.934 2.729 -5.920
C 3.044 -0.020 -3.824
C 3.134 -0.856 -2.708
C 4.352 -1.312 -2.239
C 5.526 -0.943 -2.894
C 5.454 -0.119 -4.005
C 4.222 0.343 -4.465
H 2.662 3.996 -4.519
H 4.969 4.448 -5.219
H 6.869 3.697 -3.809
H 6.413 2.477 -1.699
H 4.074 2.060 -0.991
H 2.334 5.502 -2.041
H 1.105 7.611 -2.380
H -1.294 7.566 -3.002
H -2.449 5.385 -3.273
H -1.183 3.270 -2.972
H 2.623 -0.039 -6.845
H 2.805 1.247 -8.946
H 1.748 3.483 -9.126
H 0.512 4.411 -7.185
H 0.396 3.121 -5.063
H 2.201 -1.143 -2.238
H 4.392 -1.952 -1.364
H 6.488 -1.283 -2.527
H 6.362 0.192 -4.509
H 4.197 1.020 -5.309
O -0.280 -2.967 -0.089
P -0.641 -4.386 -0.341
C -0.121 -5.033 -1.938
C -0.234 -6.396 -2.227
C 0.147 -6.875 -3.467
C 0.642 -5.993 -4.425
C 0.753 -4.642 -4.144
C 0.371 -4.156 -2.896
C 0.096 -5.536 0.857
C 1.431 -5.901 0.680
C 2.066 -6.710 1.609
C 1.371 -7.166 2.723
C 0.048 -6.795 2.915
C -0.585 -5.976 1.988
C -2.434 -4.584 -0.261
C -3.157 -3.397 -0.371
C -4.546 -3.427 -0.369
C -5.212 -4.637 -0.258
C -4.494 -5.825 -0.152
C -3.109 -5.801 -0.156
H -0.606 -7.085 -1.476
H 0.061 -7.932 -3.689
H 0.937 -6.366 -5.399
H 1.126 -3.935 -4.876
H 0.447 -3.092 -2.702
H 1.973 -5.547 -0.190
H 3.104 -6.983 1.466
H 1.866 -7.803 3.447
H -0.490 -7.134 3.791
H -1.610 -5.668 2.154
H -2.648 -2.442 -0.436
H -5.089 -2.492 -0.445
H -6.296 -4.659 -0.248
H -5.017 -6.771 -0.065
H -2.557 -6.730 -0.075

Forces on the atoms, in the same order (eV/Å):
Cs -0.5702 -0.5379 0.1717
C 0.0188 -0.0086 -0.0385
C -0.0015 0.0252 0.0121
N 0.0114 0.0762 0.2117
N -0.0167 -0.1044 -0.1607
C 0.0177 0.0133 -0.0102
B 0.0184 0.0226 0.0341
N -0.0688 0.0033 -0.0119
C 0.0703 -0.0235 0.0149
C 0.0354 -0.0212 0.0226
C 0.0098 -0.0066 0.0044
N -0.1422 -0.0936 0.0228
N -0.0524 -0.1911 0.0253
C 0.0300 0.0624 0.0391
C 0.0172 -0.0078 0.0233
C -0.0163 0.0733 -0.0352
N -0.1375 -0.0038 -0.1020
N 0.0119 0.0290 0.0312
C 0.0277 0.0134 -0.0397
C 0.0103 0.0416 0.0152
C -0.0079 0.0005 -0.0010
N -0.0333 -0.1146 0.0152
H 0.0117 0.0166 -0.0171
H -0.0119 0.0272 -0.0013
H 0.0151 -0.0233 -0.0206
H 0.0056 0.0190 -0.0342
H 0.0133 -0.0275 0.0199
H -0.0153 -0.0153 0.0122
H 0.0355 -0.0154 -0.0019
H 0.0148 0.0049 0.0170
H 0.0166 0.0605 -0.0119
H 0.0011 0.0264 0.0117
H 0.0199 0.0066 -0.0034
H 0.0088 -0.0224 0.0010
C -0.0020 0.0141 -0.0001
C 0.0691 0.0873 -0.0676
C -0.1900 0.0050 0.1515
C -0.0269 -0.1524 -0.0909
C 0.0764 0.0323 0.0178
C 0.0136 -0.0011 -0.0291
C -0.0253 0.0200 0.0143
C -0.0147 -0.0006 0.0276
C 0.1245 -0.0023 -0.0945
C -0.0105 0.0165 -0.0108
C 0.0253 -0.0301 -0.0029
C 0.0254 -0.0152 -0.0027
C -0.0092 -0.0106 -0.0029
C 0.0502 -0.0438 -0.0212
C 0.0295 0.0264 0.0082
C -0.0382 0.0429 0.0142
C -0.0254 0.0168 -0.0620
H 0.0416 0.0081 0.0012
H -0.0290 -0.0071 0.0067
H 0.0165 -0.0086 -0.0101
H -0.0141 -0.0023 0.0061
H 0.0130 0.0137 0.0071
H -0.0022 -0.0167 -0.0122
H -0.0176 -0.0002 0.0043
H 0.0090 0.0023 -0.0030
H -0.1145 0.0130 -0.0434
H 0.0060 0.0082 -0.0487
H -0.0084 -0.0059 0.0500
H 0.0081 -0.0072 0.0009
H 0.0034 -0.0083 -0.0191
H 0.0009 -0.0059 -0.0029
H -0.0014 0.0095 0.0134
H -0.0140 0.0265 0.0103
H -0.0074 -0.0021 -0.0208
H -0.0129 -0.0136 -0.0066
H -0.0164 -0.0018 0.0070
H -0.0008 0.0188 -0.0171
H -0.0066 0.0138 -0.0050
H 0.0056 -0.0104 0.0038
H -0.0240 -0.0042 -0.0086
H -0.0030 0.0151 -0.0063
H 0.0059 0.0096 0.0258
H 0.0033 -0.0175 0.0043
H 0.0099 -0.0069 0.0136
H -0.0016 0.0006 -0.0235
H -0.0190 0.0311 -0.0569
S 0.0192 -0.0493 0.0615
P -0.2484 -0.1576 -0.0568
C 0.9310 0.4527 -0.3475
P -0.2698 -0.0021 0.0720
S 0.5468 0.5948 0.1305
C 0.0000 0.0418 0.0107
C 0.0024 -0.0239 0.0077
C -0.0285 -0.0127 0.0028
C -0.0150 0.0117 0.0183
C -0.0242 -0.0036 -0.0041
C 0.0072 -0.0187 -0.0169
C -0.1270 -0.0615 0.0674
C 0.0054 0.0214 0.0292
C 0.0061 -0.0327 -0.0026
C 0.0045 -0.0312 -0.0090
C -0.0007 0.0079 0.0153
C 0.0454 0.0308 -0.0702
C -0.1128 -0.1000 -0.0617
C 0.0253 -0.0029 -0.0075
C -0.0174 0.0144 0.0225
C 0.0007 -0.0136 0.0182
C 0.0002 -0.0116 0.0173
C 0.0343 0.0198 0.0052
C -0.0128 -0.0334 0.0630
C -0.0504 -0.0014 -0.1453
C -0.0231 0.0105 -0.0258
C 0.0084 0.0216 -0.0241
C -0.0115 0.0037 0.0078
C -0.0084 0.0041 0.0195
H -0.0082 0.0161 0.0012
H -0.0051 -0.0025 0.0060
H -0.0092 -0.0106 -0.0010
H -0.0141 0.0009 -0.0069
H 0.0040 0.0027 0.0102
H 0.0025 -0.0124 0.0087
H 0.0003 -0.0063 -0.0067
H 0.0067 -0.0140 0.0098
H 0.0171 0.0005 0.0062
H 0.0183 0.0036 -0.0027
H -0.0061 0.0032 0.0068
H -0.0052 0.0053 0.0154
H -0.0022 -0.0038 0.0088
H 0.0045 -0.0088 0.0013
H -0.0147 -0.0039 -0.0057
H 0.0596 -0.0531 0.1946
H -0.0070 0.0084 -0.0097
H -0.0158 -0.0069 -0.0115
H -0.0123 0.0058 0.0079
H 0.0003 0.0013 -0.0078
O 0.3289 -0.1457 -0.0876
P -0.2539 0.1501 0.1350
C 0.0615 -0.0192 -0.0013
C 0.0146 -0.0181 0.0077
C 0.0142 0.0363 -0.0137
C -0.0080 -0.0103 -0.0039
C 0.0392 0.0471 0.0229
C -0.0374 -0.0149 -0.0110
C 0.0252 -0.0669 0.0186
C -0.0294 -0.0040 0.0125
C -0.0087 -0.0102 0.0057
C -0.0058 0.0052 -0.0036
C 0.0176 0.0234 -0.0182
C -0.0078 0.0332 0.0069
C -0.0625 0.0508 -0.0177
C 0.0278 -0.0354 0.0540
C -0.0408 -0.0112 0.0090
C 0.0029 -0.0027 0.0054
C 0.0144 0.0119 0.0046
C -0.0162 -0.0099 -0.0428
H 0.0058 0.0127 -0.0097
H -0.0002 0.0122 -0.0007
H 0.0015 0.0027 0.0190
H -0.0233 0.0226 0.0048
H -0.0096 0.0060 -0.0243
H -0.0118 -0.0138 0.0070
H -0.0066 -0.0019 -0.0004
H -0.0025 0.0125 -0.0052
H 0.0013 0.0043 -0.0019
H -0.0102 -0.0163 -0.0276
H -0.0314 -0.0181 0.0017
H 0.0375 -0.0047 -0.0080
H 0.0167 -0.0058 -0.0055
H 0.0047 0.0099 0.0001
H 0.0029 0.0019 0.0115

⟨S²⟩	0.77
net charge	-2
ΔE to the lowest compared entry with this formula, charge and spin	0.8	kJ/mol
Kohn-Sham gap (spin up / spin down)	4.86 / 4.64	eV
spin multiplicity	2